Arrangement i

{
  "formula": "C4H13N3O",
  "method": "ωB97M-V with the def2-TZVPD basis set",
  "symbols": ["C", "N", "C", "N", "C", "C", "O", "N", "H", "H", "H", "H", "H", "H", "H", "H", "H", "H", "H", "H", "H"],
  "coordinates": [[0.100, 0.315, 0.894], [0.344, -1.020, 1.526], [1.040, -1.927, 0.745], [2.606, -1.735, 0.818], [-0.507, 0.430, -0.568], [-0.542, 1.960, -0.866], [-1.332, 2.184, -2.050], [-1.742, -0.261, -0.418], [-0.533, 1.002, 1.636], [1.058, 0.804, 1.069], [-0.322, -1.604, 2.039], [0.899, -2.981, 0.985], [0.840, -1.611, -0.394], [3.037, -2.231, 1.600], [2.949, -0.798, 0.926], [0.134, -0.134, -1.350], [-1.174, 2.605, -0.321], [0.491, 2.211, -1.066], [-0.987, 1.629, -2.852], [-2.489, 0.255, -1.028], [-2.247, -0.175, 0.457]],
  "lumo_ev": [-3.05, -8.11],
  "total_charge": 1,
  "e_homo_ev": [-13.64, -13.56],
  "multiplicity": 2
}



Arrangement ii

{
  "formula": "C4H13N3O",
  "method": "ωB97M-V with the def2-TZVPD basis set",
  "symbols": ["C", "N", "C", "N", "H", "H", "H", "H", "H", "H", "C", "N", "C", "O", "H", "H", "H", "H", "H", "H", "H"],
  "coordinates": [[2.259, 0.919, -0.114], [1.304, -1.810, -0.496], [2.359, -1.453, 0.256], [2.951, -0.297, 0.240], [2.963, 1.743, -0.041], [1.400, 1.100, 0.538], [1.877, 0.884, -1.142], [1.100, -1.240, -1.312], [1.205, -2.811, -0.655], [2.735, -2.230, 0.917], [-2.462, 1.212, -0.913], [-1.339, 0.735, -0.111], [-1.773, -0.145, 0.952], [-0.677, -0.543, 1.749], [-2.926, 0.359, -1.409], [-2.114, 1.892, -1.685], [-3.231, 1.723, -0.325], [-0.883, 1.529, 0.308], [-2.500, 0.342, 1.608], [-2.212, -1.043, 0.506], [-0.037, -0.865, 1.130]],
  "lumo_ev": [-4.43, -8.12],
  "total_charge": 1,
  "e_homo_ev": [-12.67, -12.66],
  "multiplicity": 2
}



It is arrangement i that is the least stable of them.



Arrangement i

{
  "formula": "C4H12S2",
  "method": "ωB97M-V with the def2-TZVPD basis set",
  "symbols": ["C", "C", "S", "H", "H", "H", "H", "H", "H", "C", "C", "S", "H", "H", "H", "H", "H", "H"],
  "coordinates": [[0.329, 1.843, 0.326], [0.675, 1.554, -1.126], [-0.517, 2.204, -2.336], [0.189, 1.004, 1.000], [1.094, 2.471, 0.807], [-0.591, 2.436, 0.414], [0.624, 0.476, -1.331], [1.687, 1.854, -1.377], [-0.724, 3.400, -1.774], [0.721, -1.921, 0.605], [-0.732, -1.607, 0.278], [-1.884, -1.767, 1.679], [0.998, -1.522, 1.576], [0.921, -2.993, 0.596], [1.365, -1.530, -0.192], [-1.082, -2.254, -0.520], [-0.876, -0.598, -0.103], [-2.198, -3.052, 1.475]],
  "smiles": "CCS.CCS",
  "lumo_ev": 0.87,
  "e_homo_ev": -9.13,
  "multiplicity": 1
}



Arrangement ii

{
  "formula": "C4H12S2",
  "method": "ωB97M-V with the def2-TZVPD basis set",
  "symbols": ["C", "C", "S", "H", "H", "H", "H", "H", "H", "C", "C", "S", "H", "H", "H", "H", "H", "H"],
  "coordinates": [[-1.909, 0.564, 0.715], [-1.563, 1.688, -0.246], [-3.287, -0.552, 0.227], [-1.017, -0.040, 0.858], [-2.212, 1.005, 1.658], [-1.207, 1.506, -1.259], [-2.793, -1.113, -0.825], [-0.733, 2.307, 0.129], [-2.382, 2.411, -0.266], [1.755, -1.197, 0.509], [1.763, -1.143, -0.975], [2.161, 0.353, 1.341], [0.778, -1.327, 0.971], [2.407, -2.002, 0.850], [2.443, -0.471, -1.492], [3.062, 1.047, 0.613], [0.780, -0.904, -1.402], [1.953, -2.134, -1.406]],
  "smiles": "CCS.CCS",
  "lumo_ev": 0.80,
  "e_homo_ev": -9.01,
  "multiplicity": 1
}



It is arrangement ii that is the least stable of them.



Arrangement i

{
  "formula": "C5H10NS",
  "method": "ωB97M-V with the def2-TZVPD basis set",
  "symbols": ["C", "C", "C", "C", "C", "N", "S", "H", "H", "H", "H", "H", "H", "H", "H", "H", "H"],
  "coordinates": [[0.645, -0.178, 1.437], [1.059, -1.448, 1.333], [0.143, 0.433, 0.178], [-0.404, -0.639, -0.742], [-1.886, -0.977, -0.435], [1.378, 1.080, -0.475], [0.788, -2.059, -0.290], [0.638, 0.602, 2.186], [1.539, -2.237, 1.919], [-0.587, 1.129, 0.347], [-0.340, -0.415, -1.855], [-1.997, -2.070, -0.623], [-2.564, -0.392, -1.077], [-2.103, -0.785, 0.569], [1.222, 1.696, -1.250], [2.031, 0.220, -0.668], [1.753, 1.689, 0.273]],
  "smiles": "C[C@@H]1SC=C[C@H]1[NH3+]",
  "lumo_ev": -3.75,
  "total_charge": 1,
  "e_homo_ev": -12.85,
  "multiplicity": 1
}



Arrangement ii

{
  "formula": "C5H10NS",
  "method": "ωB97M-V with the def2-TZVPD basis set",
  "symbols": ["C", "C", "C", "C", "C", "N", "S", "H", "H", "H", "H", "H", "H", "H", "H", "H", "H"],
  "coordinates": [[1.215, 0.643, -0.321], [1.543, 1.684, -1.108], [1.039, -0.441, 0.489], [-2.824, -0.086, -0.076], [1.984, -1.646, 0.422], [-2.767, 0.784, 0.931], [-1.635, -1.086, -0.604], [2.509, 2.252, -0.818], [1.281, 1.957, -2.105], [0.663, -0.049, 1.449], [-3.697, -0.130, -0.677], [2.246, -1.903, 1.481], [2.952, -1.179, -0.004], [1.652, -2.442, -0.221], [-3.435, 1.589, 0.985], [-2.077, 0.927, 1.585], [-0.056, -0.742, 0.143]],
  "lumo_ev": -4.94,
  "total_charge": 1,
  "e_homo_ev": -12.94,
  "multiplicity": 1
}



It is arrangement ii that is the least stable of them.



Arrangement i

{
  "formula": "C4H9N2O2",
  "method": "ωB97M-V with the def2-TZVPD basis set",
  "symbols": ["N", "C", "C", "N", "C", "C", "O", "O", "H", "H", "H", "H", "H", "H", "H", "H", "H"],
  "coordinates": [[1.931, 2.010, -0.588], [0.612, 1.407, -0.342], [0.865, -0.092, -0.411], [-0.147, -0.963, -0.516], [-1.585, -0.677, -0.481], [-1.975, -0.459, 0.976], [-1.985, -1.363, 1.759], [2.024, -0.421, -0.217], [1.961, 2.978, -0.265], [2.665, 1.427, -0.157], [2.142, 2.042, -1.584], [0.236, 1.637, 0.653], [-0.133, 1.833, -1.001], [0.127, -1.847, -0.871], [-2.127, -1.496, -0.942], [-1.786, 0.190, -1.118], [-2.164, 0.561, 1.351]],
  "smiles": "[NH3+]CC(=O)NCC=O",
  "lumo_ev": -3.84,
  "total_charge": 1,
  "e_homo_ev": -13.55,
  "multiplicity": 1
}



Arrangement ii

{
  "formula": "C4H9N2O2",
  "method": "ωB97M-V with the def2-TZVPD basis set",
  "symbols": ["C", "C", "C", "C", "N", "N", "O", "O", "H", "H", "H", "H", "H", "H", "H", "H", "H"],
  "coordinates": [[3.112, 0.195, 0.687], [-0.845, 0.100, -0.148], [-2.091, 2.275, -0.222], [-1.375, -2.254, -0.101], [-1.451, 1.094, -0.026], [-0.400, -1.080, -0.295], [4.339, 0.073, 0.292], [2.134, 0.163, -0.038], [3.035, 0.025, 1.804], [-1.977, 2.601, -1.238], [-3.271, 2.070, -0.084], [-1.768, 3.114, 0.394], [-0.751, -3.101, 0.165], [-1.981, -2.415, -1.017], [-2.084, -2.064, 0.689], [4.669, 0.384, -0.588], [0.706, -1.180, -0.275]],
  "lumo_ev": -3.22,
  "total_charge": 1,
  "e_homo_ev": -14.59,
  "multiplicity": 1
}



Arrangement iii

{
  "formula": "C4H9N2O2",
  "method": "ωB97M-V with the def2-TZVPD basis set",
  "symbols": ["N", "C", "C", "N", "C", "C", "O", "O", "H", "H", "H", "H", "H", "H", "H", "H", "H"],
  "coordinates": [[1.027, 0.713, -2.344], [1.033, -0.175, -1.348], [-0.331, -0.432, -0.789], [-0.286, -1.355, 0.274], [0.443, -0.782, 1.428], [-0.193, 0.163, 2.319], [-0.213, 1.580, 1.886], [-1.535, -0.021, -1.532], [0.321, 2.231, 1.498], [-1.136, 0.133, -2.422], [1.785, 0.684, -2.970], [0.294, 0.519, -0.463], [1.831, -0.730, -1.085], [-0.089, -2.313, -0.037], [1.213, -1.402, 1.881], [0.140, 0.339, 3.305], [-1.274, -0.084, 2.297]],
  "lumo_ev": -7.26,
  "total_charge": 1,
  "e_homo_ev": -13.76,
  "multiplicity": 1
}



It is arrangement iii that is the least stable of them.



Arrangement i

{
  "formula": "C20H19N3O4S",
  "method": "ωB97M-V with the def2-TZVPD basis set",
  "symbols": ["O", "O", "O", "N", "N", "O", "C", "C", "C", "C", "C", "C", "C", "C", "C", "C", "C", "C", "C", "C", "C", "C", "C", "N", "C", "C", "C", "S", "H", "H", "H", "H", "H", "H", "H", "H", "H", "H", "H", "H", "H", "H", "H", "H", "H", "H", "H"],
  "coordinates": [[-1.961, 6.403, -1.578], [2.777, 3.044, 0.996], [1.827, 1.261, 2.224], [0.930, -6.399, 0.039], [1.323, -4.124, 0.482], [0.274, 6.350, -1.576], [-0.906, 5.847, -1.278], [1.490, -5.408, 0.761], [0.333, -6.059, -1.106], [0.670, -3.774, -0.618], [0.188, -4.766, -1.470], [-0.520, -0.523, -2.136], [-0.426, -1.863, -1.812], [0.409, 0.375, -1.593], [1.517, -1.412, -0.405], [-2.147, 4.002, -0.063], [0.228, 3.879, -0.203], [-0.948, 4.555, -0.557], [0.583, -2.334, -0.936], [1.448, -0.038, -0.724], [-2.181, 2.803, 0.694], [-1.006, 2.124, 1.016], [0.183, 2.666, 0.547], [2.339, 0.922, -0.286], [2.302, -5.803, 1.992], [-3.570, 2.361, 1.147], [-1.002, 0.885, 1.884], [1.793, 1.985, 0.961], [0.078, 7.197, -1.966], [-0.071, -6.824, -1.757], [-0.298, -4.563, -2.428], [-1.289, -0.150, -2.764], [-1.164, -2.526, -2.277], [0.353, 1.435, -1.792], [2.275, -1.797, 0.294], [-3.056, 4.505, -0.280], [1.199, 4.280, -0.454], [3.224, 0.616, 0.027], [2.368, -4.956, 2.710], [1.844, -6.586, 2.537], [3.329, -6.082, 1.659], [-3.827, 1.365, 0.726], [-3.577, 2.327, 2.228], [-4.366, 3.048, 0.864], [-0.190, 0.216, 1.588], [-0.843, 1.180, 2.945], [-1.934, 0.359, 1.736]],
  "smiles": "Cc1nccc(-c2cccc(NS(=O)(=O)c3cc(C(=O)O)cc(C)c3C)c2)n1",
  "lumo_ev": -0.20,
  "e_homo_ev": -9.02,
  "multiplicity": 1
}



Arrangement ii

{
  "formula": "C20H19N3O4S",
  "method": "ωB97M-V with the def2-TZVPD basis set",
  "symbols": ["C", "H", "H", "C", "N", "C", "N", "N", "C", "C", "O", "C", "C", "C", "C", "C", "C", "H", "O", "C", "O", "H", "H", "H", "H", "H", "H", "S", "C", "C", "O", "C", "C", "C", "C", "C", "C", "H", "H", "H", "H", "H", "H", "H", "H", "H", "H"],
  "coordinates": [[-1.589, -1.051, -0.788], [-2.779, -1.185, -0.601], [-1.423, -0.115, -0.350], [-0.942, -2.106, 0.038], [0.334, -1.923, -0.223], [1.365, -2.387, -1.203], [2.685, -1.887, -1.110], [2.512, -1.330, 0.093], [1.354, -1.288, 0.587], [0.993, -0.414, 1.860], [0.026, 0.202, 1.686], [-0.615, 0.917, 2.599], [-0.254, 1.219, 3.795], [-0.625, 1.900, 4.976], [-1.921, 2.552, 4.543], [-2.233, 2.618, 3.221], [-1.815, 1.959, 2.225], [-2.126, 1.816, 1.247], [-3.530, 3.278, 3.364], [-3.506, 3.916, 4.529], [-2.649, 3.369, 5.303], [-3.386, 4.962, 4.426], [-4.512, 3.540, 5.002], [-0.075, 2.011, 5.891], [0.687, 0.358, 4.242], [1.870, 0.164, 2.229], [0.732, -1.052, 2.554], [0.784, -3.561, -2.268], [2.351, -3.326, -3.518], [2.855, -1.893, -3.610], [4.009, -1.948, -3.725], [1.782, -0.909, -3.642], [2.305, 0.330, -2.895], [1.358, 1.459, -2.935], [0.141, 1.353, -3.457], [-0.151, 0.087, -3.900], [0.464, -0.994, -4.152], [0.524, -1.648, -4.659], [-1.186, 0.099, -4.498], [-0.353, 2.072, -3.299], [1.793, 2.474, -2.287], [3.555, 0.385, -2.547], [1.985, -3.773, -4.515], [2.996, -3.938, -3.145], [-1.135, -2.148, 1.024], [-1.229, -3.047, -0.220], [-1.425, -1.115, -1.887]],
  "lumo_ev": 0.08,
  "e_homo_ev": -8.04,
  "multiplicity": 1
}



It is arrangement ii that is the least stable of them.



Arrangement i

{
  "formula": "C5H7Br",
  "method": "ωB97M-V with the def2-TZVPD basis set",
  "symbols": ["C", "C", "C", "C", "C", "Br", "H", "H", "H", "H", "H", "H", "H"],
  "coordinates": [[0.134, -1.257, -0.812], [1.096, -0.475, -1.201], [-0.889, -1.967, -0.461], [-0.430, 2.119, 1.092], [-1.564, 1.830, 0.592], [-2.109, 2.075, -1.208], [0.905, 0.533, -1.286], [2.124, -0.670, -1.395], [-1.221, -2.157, 0.534], [-1.520, -2.374, -1.210], [0.294, 2.660, 0.525], [-0.266, 1.976, 2.072], [-2.573, 1.743, 1.209]],
  "smiles": "C=C=C.C=CBr",
  "lumo_ev": 0.96,
  "e_homo_ev": -9.63,
  "multiplicity": 1
}



Arrangement ii

{
  "formula": "C5H7Br",
  "method": "ωB97M-V with the def2-TZVPD basis set",
  "symbols": ["C", "C", "C", "C", "C", "Br", "H", "H", "H", "H", "H", "H", "H"],
  "coordinates": [[-0.942, -2.075, -0.992], [-1.317, -1.238, -0.234], [1.905, 0.820, 0.419], [2.200, -0.114, 1.287], [1.760, 1.647, -0.623], [-5.306, 0.777, 0.474], [-0.582, -2.903, -1.493], [-1.573, -0.384, 0.296], [1.498, -0.925, 1.448], [3.204, -0.096, 1.632], [-4.005, 0.559, -0.065], [2.001, 1.401, -1.605], [1.155, 2.531, -0.544]],
  "smiles": "C=C=C.C#C.Br",
  "lumo_ev": 0.72,
  "e_homo_ev": -9.76,
  "multiplicity": 1
}



It is arrangement ii that is the least stable of them.